No. 1
{
  "formula": "C15H23NO3",
  "method": "ωB97M-V/def2-TZVPD",
  "species": ["C", "C", "C", "C", "C", "C", "H", "H", "C", "N", "C", "H", "H", "C", "H", "H", "O", "C", "H", "H", "C", "H", "H", "O", "C", "H", "C", "O", "C", "C", "H", "H", "H", "H", "H", "H", "H", "H", "H", "H", "H", "H"],
  "positions_angstrom": [[4.791, 1.697, -1.349], [4.060, 1.101, -0.277], [2.947, 0.189, -0.486], [2.506, 0.105, -1.781], [3.061, 0.879, -2.966], [4.347, 1.587, -2.679], [4.893, 2.083, -3.448], [2.729, 0.526, -3.994], [1.373, -0.826, -2.076], [0.354, -0.555, -0.898], [-0.090, 0.557, -0.984], [-1.118, 0.698, -1.551], [0.393, 1.583, -1.579], [-0.264, 1.225, 0.520], [0.570, 1.927, 0.629], [-0.236, 0.513, 1.279], [-1.365, 2.367, 0.735], [-2.532, 1.651, 0.903], [-3.471, 2.228, 0.523], [-2.626, 0.666, 0.274], [-2.838, 1.202, 2.205], [-1.721, 0.661, 2.767], [-3.070, 1.934, 2.923], [-3.744, 0.177, 2.519], [-3.624, -1.217, 2.442], [-4.529, -1.637, 2.911], [-2.805, -1.629, 1.583], [-1.450, -1.645, 1.549], [-0.475, -2.175, 0.755], [-0.570, -1.639, -0.666], [-1.613, -1.431, -1.084], [-0.357, -2.448, -1.529], [-0.930, -3.306, 0.704], [0.414, -2.016, 1.096], [-3.211, -1.459, 0.582], [-2.913, -3.105, 1.687], [-2.985, -1.119, 3.442], [1.854, -1.918, -1.659], [0.977, -0.731, -2.980], [2.771, -0.292, 0.323], [4.598, 1.322, 0.830], [5.898, 2.271, -1.191]],
  "forces_ev_per_angstrom": [[1.534, 0.768, 0.449], [2.164, 0.355, 1.305], [5.133, 6.124, -4.527], [0.197, 1.300, -3.923], [2.406, -1.472, 3.352], [-3.462, -1.514, 0.355], [0.252, 0.086, -0.576], [0.392, 1.039, 1.433], [2.828, -2.972, 8.440], [6.929, -12.510, -2.339], [-8.179, 18.034, -0.524], [0.830, -0.454, 0.911], [-0.119, -3.529, 1.430], [0.007, 4.480, -2.406], [0.316, -0.701, 0.120], [-0.576, -1.138, 1.310], [1.768, -3.397, -0.585], [-3.402, -0.881, -4.776], [1.612, -0.390, 0.409], [0.622, 1.676, 0.370], [4.109, -4.448, 6.221], [-2.413, 1.837, -1.622], [-0.368, 1.338, 0.627], [-3.958, 3.510, -2.263], [-2.433, 5.901, 14.101], [0.250, -0.210, -1.573], [5.770, -11.951, -11.969], [1.177, 4.666, 4.462], [-9.149, -4.395, -4.548], [-0.313, -2.138, -3.492], [0.892, 0.394, 1.328], [0.160, 1.157, 2.329], [2.033, 1.541, -0.037], [5.204, 0.576, 2.601], [0.134, 0.009, -0.605], [-0.596, 3.115, -0.480], [-0.416, -2.043, -0.774], [-1.641, 2.516, -2.161], [-1.849, -0.129, -3.958], [-2.374, -3.534, 4.751], [-1.961, -1.003, -3.031], [-3.513, -1.613, -0.137]],
  "largest_force_ha_per_bohr": 0.385,
  "homo_ev": -8.5
}

---

No. 2
{
  "formula": "C8H11N2O2PS",
  "method": "ωB97M-V/def2-TZVPD",
  "species": ["C", "N", "N", "C", "C", "C", "C", "C", "O", "C", "C", "P", "O", "S", "H", "H", "H", "H", "H", "H", "H", "H", "H", "H", "H"],
  "positions_angstrom": [[-1.684, 0.895, -2.974], [-0.686, -0.022, -2.329], [-0.470, 0.313, -1.062], [0.260, -0.418, -0.257], [0.511, 0.101, 1.084], [1.584, -0.507, 1.834], [1.985, 0.018, 3.015], [1.220, 0.941, 3.708], [1.577, 1.327, 4.952], [0.126, 1.408, 3.036], [-0.226, 1.088, 1.693], [-1.093, -1.581, -2.905], [-0.718, -1.440, -4.425], [-2.938, -2.308, -2.782], [-1.506, 0.824, -4.001], [-2.657, 0.514, -2.794], [-1.420, 1.868, -2.452], [0.754, -1.326, -0.653], [2.172, -1.326, 1.474], [2.910, -0.327, 3.490], [2.399, 0.800, 5.094], [-0.402, 2.099, 3.509], [-0.916, 1.554, 1.170], [0.019, -2.404, -2.269], [-0.802, -2.091, -5.155]],
  "forces_ev_per_angstrom": [[1.914, 0.973, 2.445], [-1.301, -0.986, -2.749], [1.242, -0.814, 3.190], [-1.013, 1.186, -2.170], [1.428, -2.012, 0.675], [-0.884, 0.939, -1.266], [0.929, -0.570, 1.213], [-0.097, -0.525, -1.419], [0.923, -0.519, 0.119], [0.675, -1.193, -2.371], [4.302, -2.234, 3.629], [-0.018, -2.497, 1.396], [1.268, 0.449, -1.510], [1.548, 0.587, 0.432], [0.330, 0.634, -1.650], [-1.207, 0.181, 0.502], [-0.873, -0.918, -1.207], [-0.178, 0.429, 0.693], [0.062, -0.253, -0.668], [-0.236, -0.217, -0.155], [-0.832, 0.825, 0.487], [-2.512, 3.029, 1.949], [-3.482, 2.202, -1.989], [-1.631, 0.953, -0.923], [-0.357, 0.349, 1.348]],
  "smiles": "CN(/N=C/c1ccc(O)cc1)[P@H](O)=S",
  "largest_force_ha_per_bohr": 0.118,
  "homo_ev": -8.0
}

---

The records above give, respectively, energy above the lowest of the compared OMol25 structures with the same formula, charge and spin values of 413.32 21.66 kcal/mol.